Entry from the OMol25 dataset: a gas-phase ion, C5H8NO2 (charge -1) (wB97M-V/def2-TZVPD).

As for the SMILES: C=CCCNC(=O)[O-]. Its charge is -1. The calculation puts the energy above the lowest of the compared OMol25 structures with the same formula, charge and spin at 8.3 kcal/mol. For the frontier orbital gap, the calculation gives 7.52 eV.

Cartesian coordinates (Å):
O  0.03  -2.77  1.50
O  -1.83  -3.39  0.35
N  -0.48  -1.75  -0.47
C  0.39  -0.65  -0.32
C  0.84  2.48  0.75
C  -0.82  -2.68  0.59
C  -0.38  0.68  -0.48
C  0.54  1.86  -0.38
H  -0.84  0.68  -1.46
H  -1.12  0.71  0.29
H  0.37  2.23  1.70
H  1.48  3.34  0.80
H  0.89  -0.67  0.64
H  1.14  -0.67  -1.14
H  1.04  2.18  -1.28
H  -1.26  -1.58  -1.09

Entry from the OMol25 dataset: a gas-phase ion, C5H8NO2S (charge +1) (wB97M-V/def2-TZVPD).

Its charge is +1. The calculation puts the energy above the lowest of the compared OMol25 structures with the same formula, charge and spin at 161.9 kcal/mol. For the frontier orbital gap, the calculation gives 7.02 eV.

Cartesian coordinates (Å):
S  1.50  -1.53  -0.47
O  -0.13  2.29  1.77
O  0.95  2.13  0.87
N  -1.19  1.33  -0.06
C  -0.95  0.18  -1.01
C  1.62  -1.30  1.20
C  -0.07  1.20  0.96
C  0.59  -0.15  -1.30
C  0.53  -0.14  1.63
H  -1.46  2.33  -0.35
H  1.11  0.81  -1.10
H  -0.37  -0.72  1.81
H  -1.23  0.44  -2.02
H  -1.45  -0.66  -0.57
H  2.19  -1.69  2.11
H  0.92  0.28  2.55
H  0.57  -0.65  -2.32

Entry from the OMol25 dataset: a gas-phase ion, C5H8NO6 (charge -1) (wB97M-V/def2-TZVPD).

Its charge is -1. The calculation puts the energy above the lowest of the compared OMol25 structures with the same formula, charge and spin at 55.7 kcal/mol. For the frontier orbital gap, the calculation gives 5.32 eV.

Cartesian coordinates (Å):
O  -2.15  -0.21  0.89
O  -2.00  -0.73  -1.35
O  -0.01  -2.46  -0.84
O  -0.56  -2.15  1.33
O  -1.41  1.78  -0.81
O  1.59  -0.57  -1.52
N  -0.47  0.76  -0.46
C  0.39  1.16  0.59
C  1.99  -0.54  -0.16
C  -1.29  -0.47  -0.18
C  -0.48  -1.73  0.17
C  1.49  0.32  0.77
H  0.51  -1.86  -1.44
H  -1.90  -0.87  1.56
H  -0.10  1.60  1.47
H  0.91  0.13  -1.57
H  2.00  0.36  1.72
H  2.84  -1.18  0.01
H  -2.27  0.13  -1.70
H  -1.86  2.02  0.02

Summary of energy in hartree
-400.60153; -798.21922; -701.46084
(order as listed above)
Summary of largest force on an atom in eV Å⁻¹
1.18; 5.15; 1.64
(order as listed above)